No. 1
{
  "formula": "C38H65F7N2O16S5",
  "method": "wB97M-V/def2-TZVPD",
  "lumo_ha": -0.050,
  "homo_lumo_gap_ev": 5.44,
  "homo_energy_ev": -6.81,
  "spin_multiplicity": 1,
  "smiles": "CC[C@@H](C)c1c(CC[C@H](C)CCC=C(C)C)c2c(c(S(=O)(=O)C(F)(F)C(F)(F)C(F)(F)F)c1CN)C(=O)NC2=O.CCOS(C)(=O)=O.CCOS(C)(=O)=O.CCOS(C)(=O)=O.CCOS(C)(=O)=O",
  "symbols": ["C", "C", "C", "C", "C", "C", "C", "C", "C", "C", "C", "C", "C", "C", "C", "C", "C", "C", "C", "S", "O", "O", "C", "F", "F", "C", "F", "F", "C", "F", "F", "F", "C", "C", "N", "C", "O", "N", "C", "O", "H", "H", "H", "H", "H", "H", "H", "H", "H", "H", "H", "H", "H", "H", "H", "H", "H", "H", "H", "H", "H", "H", "H", "H", "H", "H", "H", "H", "H", "H", "H", "H", "H", "C", "C", "O", "S", "C", "O", "O", "H", "H", "H", "H", "H", "H", "H", "H", "C", "C", "O", "S", "C", "O", "O", "H", "H", "H", "H", "H", "H", "H", "H", "C", "C", "O", "S", "C", "O", "O", "H", "H", "H", "H", "H", "H", "H", "H", "C", "C", "O", "S", "C", "O", "O", "H", "H", "H", "H", "H", "H", "H", "H"],
  "coordinates": [[4.96833, 1.44139, 4.29626], [4.03918, 0.91177, 3.11230], [3.24503, -0.45956, 3.40645], [4.09359, -1.58612, 4.16964], [1.76684, -0.22384, 4.01960], [0.55082, -0.12334, 3.02589], [0.67225, -0.22564, 1.43740], [0.79430, 1.26519, 0.86020], [0.67677, 1.34440, -0.75181], [2.12019, 1.20058, -1.48188], [0.03353, 2.72554, -1.26642], [0.33004, 4.00849, -0.34499], [1.87029, 4.29516, -0.04181], [2.18953, 5.01341, 1.19802], [2.34972, 4.28752, 2.62587], [2.36677, 6.62988, 1.22683], [-0.90011, 0.13496, 3.55622], [-1.08122, 0.25703, 5.08131], [0.06167, 0.17090, 6.12883], [-0.42701, 0.34295, 7.88597], [-1.57310, -0.63124, 8.10781], [0.60942, 0.01475, 8.91224], [-1.19994, 2.04859, 8.09414], [-1.30845, 2.78189, 6.88851], [-2.53967, 1.87268, 8.56739], [-0.47366, 2.97857, 9.17788], [-0.27797, 2.36635, 10.43852], [-1.37768, 4.06858, 9.42789], [0.87764, 3.69676, 8.61552], [1.49006, 2.97912, 7.57224], [0.43894, 4.92730, 8.02949], [1.75979, 4.07610, 9.64947], [1.50002, -0.05003, 5.56529], [2.67831, -0.08570, 6.65155], [2.70907, -1.42252, 7.37364], [-2.64187, 0.51107, 5.21033], [-3.44461, 0.46143, 6.15802], [-3.11337, 0.90843, 3.85897], [-2.27368, 0.32142, 2.78909], [-2.63278, 0.10404, 1.61437], [5.74835, 0.70090, 4.66809], [4.32720, 1.85184, 5.16625], [5.55309, 2.36144, 3.91118], [4.74169, 0.68375, 2.22066], [3.27741, 1.66302, 2.71865], [3.04780, -0.91161, 2.35946], [4.73103, -2.18681, 3.41882], [4.79550, -1.20093, 4.97776], [3.40340, -2.36096, 4.66678], [-0.34217, -0.63370, 1.05996], [1.45850, -0.95884, 1.06310], [1.69766, 1.83318, 1.26207], [-0.13295, 1.83778, 1.25228], [-0.01906, 0.50440, -1.13286], [2.90357, 1.44269, -0.67053], [2.26488, 0.17484, -1.95635], [2.20890, 1.99563, -2.29477], [-1.11336, 2.58968, -1.26994], [0.30590, 2.98840, -2.35303], [-0.08972, 4.94310, -0.87412], [-0.22520, 3.92290, 0.65396], [2.69880, 3.99523, -0.77768], [3.42746, 3.86899, 2.62991], [2.28453, 4.99676, 3.51616], [1.58948, 3.44373, 2.76386], [3.32206, 6.97369, 0.70298], [1.40619, 7.05339, 0.78713], [2.42624, 6.96393, 2.33073], [2.54691, 0.69370, 7.48663], [3.71806, 0.06823, 6.21711], [3.61670, -1.41099, 7.87802], [2.71818, -2.19982, 6.70044], [-4.12928, 0.86508, 3.70687], [-3.95230, 0.24901, -6.05119], [-4.41746, 1.03981, -4.84410], [-4.51495, 0.21792, -3.68371], [-3.15766, -0.19254, -2.90970], [-3.91881, -0.82452, -1.44153], [-2.42974, 1.00302, -2.57285], [-2.53760, -1.28851, -3.61024], [-2.91918, -0.08494, -5.92834], [-4.00322, 0.85953, -6.95589], [-4.56671, -0.64458, -6.18916], [-3.76519, 1.89788, -4.65651], [-5.41857, 1.43272, -5.03918], [-4.42808, -0.00887, -0.92868], [-3.13320, -1.23454, -0.80652], [-4.62072, -1.60836, -1.71753], [4.46554, -2.40687, -5.87919], [5.50457, -1.30318, -5.94066], [4.90751, -0.03725, -6.22218], [4.13408, 0.72531, -5.02614], [3.97554, 2.29610, -5.82622], [5.02626, 0.86464, -3.90534], [2.82030, 0.15183, -4.88592], [3.80429, -2.27558, -5.02072], [4.94416, -3.38426, -5.78878], [3.83846, -2.39896, -6.77372], [6.09053, -1.25846, -5.01805], [6.20278, -1.51290, -6.75511], [4.96944, 2.71706, -5.97735], [3.38736, 2.94469, -5.17674], [3.46252, 2.15721, -6.77728], [0.91602, -6.94430, -2.75370], [0.10386, -6.17371, -3.77783], [0.14606, -4.76874, -3.53508], [1.47970, -3.95284, -3.95458], [0.80660, -2.32477, -3.78457], [1.75823, -4.19618, -5.34648], [2.47862, -4.14107, -2.93407], [1.98256, -6.73355, -2.85858], [0.77155, -8.02015, -2.87657], [0.62872, -6.65972, -1.73859], [0.43328, -6.40009, -4.79607], [-0.94409, -6.47593, -3.70373], [0.01729, -2.18952, -4.52403], [1.61133, -1.60941, -3.95889], [0.41693, -2.20820, -2.77371], [-9.79016, -2.99503, -5.33128], [-8.99708, -2.25257, -4.27220], [-7.85334, -2.99579, -3.85221], [-6.55810, -3.03117, -4.82073], [-5.42479, -3.72241, -3.65099], [-6.15712, -1.67946, -5.11561], [-6.78240, -3.99993, -5.86071], [-9.22434, -3.07510, -6.26206], [-10.72520, -2.47407, -5.54926], [-10.01702, -4.01203, -5.00259], [-8.70486, -1.25783, -4.62106], [-9.62475, -2.11231, -3.38839], [-5.28340, -3.01480, -2.83684], [-4.47925, -3.89818, -4.16442], [-5.82952, -4.66446, -3.28246]],
  "atomic_forces_ev_per_a": [[-0.5, 1.5, -0.2], [0.7, -0.9, -0.4], [-0.7, -0.5, -0.4], [0.0, -0.7, -0.1], [-2.9, 0.7, 1.1], [-0.8, 0.0, 2.1], [-0.9, 0.3, 0.4], [-1.2, 0.3, -0.5], [0.6, 0.2, -0.9], [-0.3, 0.3, 0.8], [-1.4, 0.5, 0.6], [1.0, -1.5, 0.4], [-0.4, 0.5, 1.5], [-0.1, 0.2, -0.2], [-1.0, 0.5, -0.5], [1.2, -1.4, 0.7], [3.9, -0.6, 2.7], [1.1, -0.2, -1.8], [0.4, 0.1, -4.9], [-1.7, -6.7, 2.8], [2.7, 3.5, -1.6], [-1.3, 2.7, -2.9], [-2.7, 1.9, 0.3], [0.6, -1.6, 2.3], [3.5, 0.2, -1.1], [-0.8, 1.5, 1.8], [-0.3, 1.1, -3.3], [1.9, -2.5, -0.5], [0.1, 2.5, -0.6], [-1.0, 1.3, 2.8], [1.3, -3.0, 1.2], [-2.0, -1.6, -2.8], [-1.6, 0.5, -0.9], [0.3, -0.5, 0.1], [0.4, 0.8, -0.5], [-1.9, 0.6, 1.1], [3.1, 0.2, -3.1], [1.4, -2.2, -0.5], [-0.5, 0.6, 0.3], [1.4, 0.7, 3.8], [-1.2, 0.8, -0.5], [1.1, -0.8, -1.2], [-0.9, -1.5, 0.5], [-1.1, 0.3, 1.3], [1.2, -0.8, 0.8], [0.2, 0.8, 1.8], [-0.9, 1.1, 1.1], [-1.0, -0.4, -1.1], [0.9, 1.2, -0.8], [1.6, 0.6, 0.6], [-0.8, 1.2, 0.7], [-1.1, -0.9, -0.7], [1.4, -1.0, -0.4], [1.1, 1.3, 0.7], [-0.8, -0.6, -1.5], [0.1, 1.4, 0.8], [0.0, -1.2, 1.0], [1.7, 0.3, 0.0], [-0.2, -0.7, 1.6], [0.8, -1.3, 0.8], [0.7, 0.2, -1.3], [-1.5, 1.9, 0.2], [-1.7, 0.5, -0.1], [-0.1, -0.8, -1.2], [1.2, 1.0, -0.1], [-1.4, -0.1, 0.4], [1.5, -0.5, 0.3], [0.0, -0.5, -1.8], [-0.1, -1.0, -1.5], [-1.7, 0.2, 0.0], [-0.9, -0.4, -0.4], [0.2, 0.6, 0.4], [0.6, 0.0, 0.2], [0.3, -0.3, -0.1], [0.1, 0.4, -1.1], [0.7, -0.4, 1.1], [-1.0, 0.1, -0.1], [-0.1, 0.1, 0.0], [0.0, -0.6, -0.4], [0.1, 0.6, 0.3], [0.0, 0.1, 0.0], [0.0, 0.1, 0.1], [0.1, 0.3, 0.0], [0.0, -0.1, 0.2], [0.0, -0.2, 0.4], [0.1, -0.1, -0.1], [0.0, 0.1, -0.1], [0.1, 0.2, 0.0], [-0.2, 0.1, 0.1], [0.3, -1.1, 0.2], [-0.4, 1.0, 0.4], [0.4, 0.0, -0.7], [0.1, 0.0, -0.1], [-0.6, -0.4, -0.3], [0.6, 0.2, 0.3], [0.1, -0.1, -0.1], [0.0, 0.1, 0.0], [0.1, 0.0, 0.0], [-0.1, 0.2, 0.0], [-0.1, 0.4, 0.0], [-0.1, -0.1, 0.0], [0.0, -0.2, 0.1], [0.0, 0.0, 0.1], [0.3, 0.0, 0.1], [0.1, -0.9, 0.0], [0.4, 0.7, -0.2], [-0.7, 0.5, 0.3], [-0.1, -0.1, 0.0], [0.2, -0.3, 0.6], [-0.1, -0.2, -0.7], [-0.1, 0.0, 0.0], [-0.1, 0.1, 0.0], [-0.1, -0.1, -0.1], [0.0, 0.2, 0.0], [0.0, 0.4, 0.0], [0.1, 0.0, 0.1], [0.0, -0.1, -0.1], [0.0, -0.1, -0.1], [0.1, -0.1, -0.3], [-0.9, 0.4, -0.4], [1.0, -0.1, -0.1], [-0.2, -0.3, 0.5], [-0.1, 0.0, 0.1], [-0.6, -0.7, -0.2], [0.1, 0.7, 0.2], [-0.1, 0.0, 0.1], [0.1, 0.0, 0.1], [0.0, 0.1, 0.0], [0.2, -0.1, 0.0], [0.3, -0.1, 0.1], [-0.1, -0.1, -0.2], [-0.1, 0.1, -0.1], [0.0, 0.1, -0.1]]
}

***

No. 2
{
  "formula": "C33H37BClN8O4V",
  "method": "wB97M-V/def2-TZVPD",
  "total_charge": 1,
  "lumo_ha": [-0.171, -0.145],
  "homo_lumo_gap_ev": [5.79, 6.48],
  "homo_energy_ev": [-10.43, -10.43],
  "spin_multiplicity": 2,
  "symbols": ["V", "C", "C", "C", "C", "C", "N", "N", "B", "N", "N", "C", "C", "C", "C", "C", "N", "N", "C", "C", "C", "C", "C", "H", "H", "H", "H", "H", "H", "H", "H", "H", "H", "H", "H", "H", "H", "H", "H", "H", "H", "H", "H", "H", "H", "O", "C", "C", "C", "C", "C", "C", "C", "N", "C", "C", "N", "H", "H", "H", "H", "H", "H", "H", "C", "C", "C", "C", "Cl", "C", "C", "C", "O", "C", "C", "O", "O", "H", "H", "H", "H", "H", "H", "H", "H"],
  "coordinates": [[10.86288, 12.86795, 11.92903], [13.84853, 11.08584, 10.79141], [14.04486, 12.27702, 11.71965], [15.23223, 12.82543, 12.21147], [14.84675, 13.84544, 13.10481], [15.67615, 14.85300, 13.87414], [13.52405, 13.81039, 13.14592], [12.97901, 12.86902, 12.27821], [12.58510, 14.65771, 13.97101], [11.55654, 13.70881, 14.70492], [10.59100, 13.03628, 14.01476], [9.96219, 12.21627, 14.89554], [8.87536, 11.29813, 14.50707], [10.56889, 12.34889, 16.10977], [11.53733, 13.35124, 15.98501], [12.31966, 14.05726, 17.05632], [11.83080, 15.57982, 12.97348], [11.20648, 15.02988, 11.89332], [10.67691, 16.05099, 11.21306], [9.89569, 15.82496, 9.93307], [10.91260, 17.25763, 11.88145], [11.67833, 16.92206, 13.00247], [12.27392, 17.75176, 14.06993], [14.49914, 11.16529, 9.89395], [12.80630, 11.17474, 10.39654], [13.90424, 10.15280, 11.32730], [16.20340, 12.45301, 11.99497], [16.64502, 14.50517, 14.08314], [15.14583, 15.18795, 14.78114], [15.88569, 15.69391, 13.17197], [13.08978, 15.32511, 14.78065], [8.73113, 11.22690, 13.45438], [7.90270, 11.61078, 14.97217], [9.03051, 10.28281, 14.86751], [10.32705, 11.86437, 17.04652], [12.05634, 13.71032, 18.04622], [12.10041, 15.14663, 17.10163], [13.35869, 13.91393, 16.84427], [10.39542, 15.15066, 9.26635], [9.68318, 16.73635, 9.44907], [8.92354, 15.37044, 10.11317], [10.68469, 18.23409, 11.48128], [12.01052, 18.79904, 13.90526], [13.37002, 17.59724, 14.03082], [11.93507, 17.41356, 15.07032], [10.95243, 12.88294, 10.06706], [10.14319, 12.27212, 9.21043], [10.62046, 12.07227, 7.91798], [9.87853, 11.46056, 6.95504], [8.51496, 11.19064, 7.19238], [8.00618, 11.55004, 8.43075], [8.81788, 11.98593, 9.46706], [8.22965, 12.58722, 10.63207], [8.84288, 13.08805, 11.68902], [7.91483, 13.77877, 12.47302], [6.74804, 13.69405, 11.85413], [6.93655, 12.94203, 10.70830], [11.66632, 12.30795, 7.77388], [10.35744, 11.17095, 5.99002], [7.88380, 10.77947, 6.37326], [6.94992, 11.34822, 8.66996], [8.29205, 14.24583, 13.36918], [5.74107, 14.00550, 12.11331], [6.26722, 12.71013, 9.99306], [13.75532, 7.78628, 9.34387], [12.29918, 8.01537, 9.03136], [11.82821, 7.82605, 7.73796], [10.47536, 7.97560, 7.45766], [9.89954, 7.68356, 5.83599], [9.57043, 8.30646, 8.45624], [10.04244, 8.56852, 9.74578], [11.37312, 8.35409, 10.02566], [11.89625, 8.37125, 11.29071], [11.14440, 8.66735, 12.42064], [11.44742, 10.14818, 12.80016], [12.26750, 10.51484, 13.57730], [10.69194, 11.04242, 12.11898], [14.28107, 7.30783, 8.52949], [13.80290, 7.20162, 10.28612], [14.31049, 8.72444, 9.47883], [12.52224, 7.42765, 6.99074], [8.51387, 8.39979, 8.27424], [9.33075, 8.89985, 10.47317], [11.50238, 8.02000, 13.20400], [10.07693, 8.48848, 12.29184]],
  "atomic_forces_ev_per_a": [[0.8, 0.3, -0.2], [-1.0, 1.8, -0.8], [0.1, -1.0, -0.3], [-0.9, 0.3, 0.2], [0.8, -1.0, -0.4], [-1.5, 0.7, -1.2], [-1.2, 0.0, 0.0], [0.6, 1.0, 0.5], [-1.4, 0.0, -0.2], [0.2, 0.6, -0.6], [0.2, 0.0, -0.4], [0.7, 0.0, -0.9], [-1.5, -0.1, 1.0], [0.2, 0.5, 1.6], [-0.7, 0.0, 0.3], [-0.7, 0.5, -0.4], [-0.1, 0.0, 0.7], [-0.1, -0.2, 0.5], [-0.9, -0.1, -0.7], [0.1, -0.6, 1.2], [0.5, -0.3, -0.3], [-0.7, -1.0, -0.8], [0.5, -0.2, 0.4], [-0.1, -0.3, 0.8], [0.7, -0.3, 0.2], [0.4, -0.3, 0.0], [0.6, 0.1, -0.2], [1.1, -0.9, 0.6], [0.5, 0.0, -0.5], [-0.5, -0.2, 0.6], [0.5, 0.2, 0.4], [-0.1, 0.1, -0.7], [0.8, -0.1, -0.4], [0.3, 0.0, 0.2], [-0.1, 0.0, -0.2], [0.1, -0.5, 0.1], [0.2, -0.6, -0.4], [0.8, 0.1, 0.3], [0.5, -0.2, -0.4], [0.0, 1.2, -0.6], [-0.1, -0.1, 0.4], [-0.1, 0.0, 0.3], [0.2, -0.2, 0.2], [-0.5, 0.4, 0.2], [0.1, 0.3, -0.5], [0.2, -0.1, 1.4], [0.5, 0.5, -0.7], [1.2, -0.4, 0.4], [-0.4, -0.6, -1.2], [-0.1, 0.3, -0.4], [-1.0, -1.4, -0.6], [-0.2, 0.8, 0.3], [-0.6, 0.4, 0.3], [1.0, 0.0, 0.4], [2.0, -0.2, 0.0], [-2.3, -0.2, -0.5], [0.0, -0.2, 0.0], [0.0, 0.1, -0.2], [-0.6, 0.4, 0.9], [0.5, 0.3, 0.9], [0.5, 0.1, -0.4], [-0.5, 0.1, 0.0], [0.4, 0.1, 0.0], [-0.2, 0.2, 0.2], [-0.2, 0.2, 0.8], [0.1, 0.0, -0.5], [0.1, -0.3, 0.1], [-0.3, -0.2, 0.1], [0.0, 0.1, 0.1], [0.6, 0.4, 0.1], [-0.2, -0.4, -0.9], [0.3, 0.0, 0.3], [0.7, -0.1, -0.5], [-0.2, 1.0, 0.3], [-0.9, -0.2, -0.3], [0.6, -0.5, 0.8], [0.1, 0.2, -0.6], [-0.1, -0.5, -0.1], [0.4, 0.3, -0.6], [-0.3, -0.1, 0.3], [-0.4, 0.4, 0.1], [-0.1, 0.0, -0.3], [-0.1, 0.0, 0.4], [0.2, -0.1, 0.4], [0.0, 0.1, 0.0]]
}